Entry 1:
{"formula": "C4H6ErO7", "method": "ωB97M-V/def2-TZVPD", "s_squared": 3.89, "homo_ha": [-0.492, -0.449], "spin_multiplicity": 4, "charge": 1, "e_tot_ha": -1697.42110, "de_lowest_kj_mol": 0.00, "max_force_ev_per_a": 4.92, "species": ["O", "C", "O", "O", "O", "C", "C", "Er", "H", "H", "H", "H", "C", "O", "O", "H", "O", "H"], "positions_angstrom": [[-3.48354, 0.30301, -0.06959], [-2.33790, -0.21123, -0.22660], [-1.62295, -0.39927, 0.82090], [-1.90858, -0.47346, -1.42130], [1.72436, -0.13694, -1.45277], [0.44048, 0.24699, -1.70095], [-0.54268, -0.92477, -1.61301], [-3.39203, 0.58915, 2.27256], [0.27618, 0.71472, -2.70254], [0.10285, 1.03852, -0.98550], [-0.28058, -1.62371, -0.80849], [-0.55999, -1.48330, -2.55597], [1.88545, 0.50172, 1.58395], [1.36165, 1.59596, 1.73397], [1.23606, -0.63979, 1.79645], [0.29035, -0.53720, 1.54085], [3.18165, 0.29302, 1.87011], [3.62921, 1.14657, 1.91792]]}

***

Entry 2:
{"formula": "C6H9N", "method": "ωB97M-V/def2-TZVPD", "homo_ha": -0.260, "spin_multiplicity": 1, "e_tot_ha": -288.61159, "de_lowest_kj_mol": 447.52, "max_force_ev_per_a": 0.52, "species": ["C", "C", "C", "C", "C", "C", "N", "H", "H", "H", "H", "H", "H", "H", "H", "H"], "positions_angstrom": [[-1.39607, -0.98789, -0.72789], [-0.18993, -0.40099, -0.06194], [1.10519, -0.07621, -0.61606], [2.13752, 0.03929, 0.39695], [-0.06417, 1.39548, -0.47527], [1.39331, -0.24708, 1.51703], [0.03686, -0.53978, 1.26902], [-2.32655, -0.65364, -0.25516], [-1.42625, -0.70245, -1.78295], [-1.34838, -2.07909, -0.67088], [1.26338, -0.10525, -1.69382], [0.05776, 1.82288, 0.51800], [-1.09573, 1.46194, -0.83888], [0.56404, 1.94017, -1.18172], [1.70067, -0.27662, 2.56055], [-0.69667, -0.63114, 1.95721]]}

***

Entry 3:
{"formula": "C19H12CuFNO11", "method": "ωB97M-V/def2-TZVPD", "homo_ha": 0.076, "spin_multiplicity": 1, "charge": -3, "e_tot_ha": -3353.72445, "de_lowest_kj_mol": 561.25, "max_force_ev_per_a": 8.15, "species": ["Cu", "C", "C", "C", "O", "C", "C", "C", "O", "O", "O", "H", "H", "C", "C", "C", "O", "C", "C", "C", "O", "O", "O", "H", "H", "C", "C", "O", "C", "O", "O", "F", "H", "H", "H", "N", "C", "C", "C", "C", "H", "H", "H", "H", "H"], "positions_angstrom": [[-0.02313, 0.41940, 0.31103], [1.41788, -1.80234, -1.87889], [0.15437, -2.15052, -1.39547], [-0.13726, -3.67379, -1.26272], [-1.39684, -3.96407, -1.31018], [0.95766, -4.62489, -1.10085], [2.16097, -4.23960, -1.62651], [2.38982, -2.77788, -2.12759], [3.53382, -2.42060, -2.63372], [3.07054, -5.18323, -1.74918], [-0.58284, -1.28344, -1.02655], [1.55200, -0.78250, -2.20802], [0.87994, -5.68568, -0.91352], [2.52884, 1.91649, -2.75280], [2.47544, 1.55400, -4.20871], [1.02009, 1.58382, -4.85966], [1.02875, 1.34503, -6.05196], [-0.14526, 1.69062, -4.01897], [-0.02567, 1.91961, -2.66744], [1.34876, 2.13198, -2.03233], [1.49148, 2.21597, -0.77461], [-1.16526, 1.76617, -2.06039], [3.36939, 1.10158, -4.90735], [3.54079, 2.03254, -2.39378], [-1.12034, 1.50602, -4.44504], [-3.88869, 1.34878, 4.30358], [-4.73285, 2.32542, 3.47598], [-4.21434, 2.17096, 2.15707], [-2.88320, 1.75942, 2.36390], [-1.97508, 1.73339, 1.44872], [-2.68055, 1.32564, 3.59858], [-4.49630, 3.57819, 3.96376], [-4.34866, 0.36324, 4.23113], [-3.78281, 1.44446, 5.38420], [-5.81172, 2.30837, 3.63053], [0.17926, 0.15225, 3.27754], [0.29514, -1.02198, 2.58691], [1.52385, -0.98774, 1.92115], [2.08375, 0.29049, 2.10075], [1.24850, 0.93950, 2.96018], [-0.64090, 0.43677, 3.79377], [-0.47363, -1.77821, 2.52779], [2.06369, -1.69085, 1.30421], [2.89562, 0.80898, 1.61245], [1.31498, 1.89821, 3.45296]]}

***

Entry 4:
{"formula": "C4H17N2O2", "method": "ωB97M-V/def2-TZVPD", "homo_ha": -0.486, "spin_multiplicity": 1, "charge": 1, "e_tot_ha": -422.36069, "de_lowest_kj_mol": 84.05, "max_force_ev_per_a": 0.55, "species": ["C", "N", "C", "C", "N", "C", "H", "H", "H", "H", "H", "H", "H", "H", "H", "H", "H", "H", "H", "H", "H", "O", "H", "H", "O"], "positions_angstrom": [[-0.59319, 0.35053, 0.29191], [0.34516, 0.01327, -0.77928], [0.02842, -1.24657, -1.46789], [-0.08891, -0.33837, 1.58096], [1.39902, -0.24305, 1.54781], [1.95773, 1.00590, 2.11350], [-0.58297, 1.43347, 0.42945], [-1.60720, 0.00937, 0.09581], [0.38806, 0.76228, -1.46090], [-0.96031, -1.22314, -1.92313], [0.77922, -1.44011, -2.22767], [0.01235, -2.07210, -0.75657], [-0.48483, 0.12163, 2.47846], [-0.34779, -1.39633, 1.58450], [1.50099, -0.20809, 0.45222], [1.83943, -1.05253, 1.97494], [1.47655, 1.85084, 1.63845], [1.76933, 1.04407, 3.18723], [3.03378, 1.02349, 1.94797], [-0.44552, 2.32081, -3.47370], [1.01180, 2.68289, -3.20570], [0.27730, 2.15946, -2.85741], [-3.50253, -2.58124, -0.11888], [-3.99924, -1.28500, -0.71110], [-3.20666, -1.69150, -0.34102]]}

***

Entry 5:
{"formula": "C6H5BrN2OS", "method": "ωB97M-V/def2-TZVPD", "homo_ha": -0.325, "spin_multiplicity": 1, "e_tot_ha": -3388.36921, "max_force_ev_per_a": 5.17, "species": ["C", "C", "C", "C", "C", "C", "N", "N", "O", "S", "Br", "H", "H", "H", "H", "H"], "positions_angstrom": [[1.00131, -1.27287, 1.86474], [0.63461, -1.53416, -0.16743], [0.51125, -0.09651, 1.46739], [-0.47715, 0.74708, -0.58558], [-1.42785, 1.38716, 2.45784], [-0.50600, 0.64270, -2.09795], [1.14219, -2.17934, 0.80159], [0.20652, -0.22788, 0.09763], [-0.05330, -0.61676, -2.70427], [0.27430, 1.40835, 2.44030], [-1.99749, 2.96688, 3.31320], [1.40184, -1.41841, 2.81458], [0.49101, -1.92648, -1.26108], [0.21265, 1.51232, -2.28361], [-1.50914, 0.91781, -2.52188], [0.09525, -0.30988, -3.63549]]}

***

Entry 6:
{"formula": "C7H5N5O5", "method": "ωB97M-V/def2-TZVPD", "homo_ha": -0.308, "spin_multiplicity": 1, "e_tot_ha": -919.33909, "de_lowest_kj_mol": 40.88, "smiles": "N#CC1=CC(=[N+]([O-])[O-])[C@@H]([NH2+]O)c2c1no[n+]2[O-]", "max_force_ev_per_a": 4.31, "species": ["N", "C", "C", "C", "C", "N", "O", "O", "C", "C", "N", "O", "O", "N", "C", "H", "H", "N", "O", "H", "H", "H"], "positions_angstrom": [[-1.84474, -4.32784, 0.91036], [-1.33232, -3.28167, 0.85750], [-0.73823, -1.98981, 0.75749], [0.64557, -1.69546, 0.74542], [1.15905, -0.41878, 0.45987], [2.53783, -0.33986, 0.12118], [3.32013, -1.25233, 0.43102], [2.97448, 0.67878, -0.56888], [0.32434, 0.87318, 0.26240], [-1.11769, 0.43602, 0.45766], [-2.20292, 1.16969, 0.03624], [-2.37065, 2.34016, -0.25142], [-3.34047, 0.25469, 0.06517], [-2.94495, -0.98002, 0.46056], [-1.59571, -0.86578, 0.68532], [1.34601, -2.52705, 0.80134], [0.55174, 1.63901, 1.03167], [0.73244, 1.54578, -1.01687], [0.65578, 3.04073, -1.32186], [1.77499, 1.19530, -1.19321], [0.07659, 1.25641, -1.76229], [1.38875, 3.24883, -1.96866]]}